{"formula": "C29H44ClNO6PPdS2Si", "method": "the ωB97M-V functional and the def2-TZVPD basis", "symbols": ["Pd", "S", "C", "N", "C", "C", "C", "C", "C", "C", "S", "H", "H", "H", "H", "C", "C", "C", "C", "O", "Si", "O", "O", "C", "C", "C", "C", "O", "C", "C", "C", "C", "H", "H", "H", "H", "H", "H", "H", "H", "H", "H", "H", "H", "H", "H", "H", "H", "H", "H", "H", "H", "H", "H", "H", "H", "H", "H", "H", "C", "P", "C", "C", "C", "C", "C", "C", "C", "H", "H", "H", "H", "H", "H", "H", "H", "H", "H", "H", "Cl", "C", "C", "O", "O", "H", "H"], "coordinates": [[-1.33569, 0.51496, 0.48324], [-1.52361, 0.00552, 3.05156], [-2.29273, -1.34210, 2.34677], [-2.23513, -1.60386, 1.06793], [-2.91831, -2.76023, 0.73789], [-2.97888, -3.32657, -0.53269], [-3.69626, -4.49503, -0.72183], [-4.34873, -5.11545, 0.34771], [-4.27129, -4.57537, 1.62262], [-3.55073, -3.40149, 1.81140], [-3.23755, -2.50957, 3.26577], [-2.43356, -2.85798, -1.34069], [-3.74356, -4.94052, -1.70795], [-4.90577, -6.02903, 0.18416], [-4.76008, -5.06474, 2.45627], [1.55595, -2.44757, 2.44970], [2.42151, -1.33001, 3.02485], [2.19263, -1.21181, 4.52152], [3.89398, -1.57239, 2.72055], [2.03818, -0.06389, 2.47785], [1.63283, 0.33468, 0.93382], [0.52711, -0.53918, 0.19052], [3.09057, 0.37304, 0.12187], [3.23704, 0.49704, -1.29399], [2.34016, 1.60818, -1.83355], [4.69599, 0.84842, -1.52844], [2.88210, -0.83238, -1.94961], [1.05063, 1.89006, 1.00542], [1.43010, 3.00198, 1.81920], [2.94273, 3.04059, 2.02050], [0.97103, 4.23763, 1.05926], [0.70324, 2.89793, 3.15138], [1.78942, -3.39169, 2.95158], [1.72046, -2.57135, 1.37725], [0.49979, -2.21316, 2.59164], [2.50937, -2.12515, 5.03281], [1.13249, -1.04151, 4.72016], [2.76171, -0.36878, 4.92082], [4.20066, -2.55373, 3.09427], [4.51168, -0.80676, 3.19747], [4.07823, -1.53027, 1.64554], [2.53342, 2.54815, -1.31225], [1.28943, 1.34779, -1.69104], [2.53054, 1.74933, -2.90215], [4.93506, 1.80342, -1.05512], [4.91550, 0.92248, -2.59717], [5.33557, 0.07878, -1.09102], [1.84757, -1.09259, -1.71629], [3.53813, -1.61962, -1.56814], [2.99770, -0.77708, -3.03717], [3.45405, 3.08125, 1.05590], [3.29930, 2.16050, 2.55889], [3.21050, 3.93270, 2.59472], [1.51621, 4.31948, 0.11462], [1.16379, 5.13930, 1.64852], [-0.09694, 4.16925, 0.84499], [0.98897, 1.98444, 3.67627], [-0.37525, 2.87836, 2.98227], [0.94697, 3.76139, 3.77845], [-3.68324, 0.06640, -2.19806], [-1.91462, 0.43518, -1.99576], [-1.84226, 2.17366, -2.54755], [-1.13848, -0.44668, -3.39238], [-0.07099, 0.11877, -4.08774], [0.56279, -0.57743, -5.10815], [0.13833, -1.85281, -5.45289], [-0.92760, -2.42576, -4.77321], [-1.55722, -1.72832, -3.75093], [-3.88392, -0.99000, -2.01683], [-4.02700, 0.34115, -3.19739], [-4.21710, 0.62768, -1.43170], [-2.08266, 2.27622, -3.60846], [-0.85513, 2.59168, -2.34758], [-2.54743, 2.73865, -1.93856], [0.27701, 1.10971, -3.83073], [1.39405, -0.12012, -5.63146], [0.63350, -2.39702, -6.24750], [-1.27036, -3.41944, -5.03426], [-2.38965, -2.19094, -3.23729], [-4.61101, 4.67449, 0.32093], [-4.31773, 3.29216, 1.43950], [-3.29078, 2.32165, 0.89951], [-2.16253, 2.75976, 0.55844], [-3.60792, 1.10738, 0.86181], [-5.26511, 2.79037, 1.59488], [-3.95118, 3.70782, 2.37452]], "atomic_forces_ev_per_a": [[-0.7, -1.5, -0.2], [0.0, 0.0, -0.1], [0.1, 0.1, 0.2], [0.0, 0.0, 0.0], [0.2, 0.3, -0.1], [0.0, 0.0, 0.0], [0.0, 0.0, 0.1], [0.1, 0.1, 0.0], [0.0, 0.0, 0.0], [-0.1, -0.1, 0.0], [0.0, 0.0, 0.2], [0.0, 0.0, 0.1], [0.0, 0.0, 0.0], [0.0, 0.0, 0.0], [0.0, 0.0, 0.0], [0.0, -0.1, 0.0], [-0.2, 0.2, -0.3], [0.0, 0.0, 0.2], [0.1, 0.0, 0.0], [0.1, -0.1, 0.0], [-0.2, 0.1, -0.2], [0.3, 0.6, 0.1], [0.0, -0.1, 0.0], [-0.2, 0.0, 0.2], [0.0, 0.0, -0.1], [0.2, 0.0, 0.0], [0.0, -0.1, -0.1], [0.2, -0.1, 0.1], [0.0, -0.2, -0.2], [0.1, 0.1, 0.0], [0.0, 0.2, 0.0], [0.0, 0.1, 0.2], [0.0, 0.0, 0.0], [0.0, 0.0, 0.0], [0.0, 0.0, 0.0], [0.0, 0.0, 0.0], [0.0, 0.0, 0.0], [0.0, 0.0, 0.0], [0.0, 0.0, 0.0], [0.0, 0.0, 0.0], [-0.1, 0.0, 0.0], [0.0, 0.0, 0.0], [0.0, 0.0, 0.0], [0.0, 0.0, 0.0], [0.0, 0.0, 0.0], [0.0, 0.0, 0.0], [0.0, 0.0, 0.0], [0.0, 0.0, 0.0], [0.0, 0.0, 0.0], [0.0, 0.0, 0.0], [0.0, 0.0, 0.0], [-0.1, 0.0, 0.0], [0.0, 0.0, 0.0], [0.0, 0.0, 0.0], [0.0, 0.0, 0.0], [0.0, 0.0, 0.0], [0.0, 0.0, -0.1], [0.0, 0.0, 0.0], [0.0, 0.0, 0.0], [-0.1, -0.1, -0.1], [0.2, 0.4, 0.4], [0.0, 0.0, -0.1], [0.0, -0.1, 0.1], [0.0, 0.0, 0.0], [0.0, 0.0, 0.0], [0.0, 0.0, 0.0], [0.0, 0.1, 0.1], [0.0, 0.0, -0.1], [0.0, 0.0, 0.0], [0.0, 0.0, 0.0], [0.0, 0.0, 0.0], [0.0, 0.0, 0.0], [0.0, 0.0, 0.0], [0.0, 0.0, 0.0], [0.0, 0.0, 0.0], [0.0, 0.0, 0.0], [0.0, 0.0, 0.0], [0.0, 0.0, 0.0], [0.0, 0.0, 0.0], [0.1, -0.2, 0.1], [-0.2, 0.2, 0.0], [0.5, -0.1, -0.3], [-0.2, 0.2, 0.2], [0.0, 0.3, -0.1], [0.0, 0.0, 0.0], [0.0, 0.0, 0.0]], "lowdin_spin": [1.41, 0.12, 0.01, 0.08, 0.01, 0.00, 0.00, 0.00, 0.00, 0.00, 0.01, 0.00, 0.00, 0.00, 0.00, 0.00, 0.00, 0.00, 0.00, 0.00, 0.01, 0.11, 0.00, 0.00, 0.00, 0.00, 0.00, 0.00, 0.00, 0.00, 0.00, 0.00, 0.00, 0.00, 0.00, 0.00, 0.00, 0.00, 0.00, 0.00, 0.00, 0.00, 0.00, 0.00, 0.00, 0.00, 0.00, 0.00, 0.00, 0.00, 0.00, 0.00, 0.00, 0.00, 0.00, 0.00, 0.00, 0.00, 0.00, 0.01, 0.07, 0.00, 0.02, 0.01, 0.00, 0.01, 0.00, 0.01, 0.00, 0.00, 0.00, 0.00, 0.00, 0.00, 0.00, 0.00, 0.00, 0.00, 0.00, 0.00, 0.00, 0.00, 0.03, 0.06, 0.00, 0.00], "s_squared": 2.007, "total_charge": -1, "spin_multiplicity": 3, "homo_lumo_gap_ev": [7.12, 7.09], "e_above_lowest_kcal_mol": 6.1, "e_homo_ev": [-4.56, -4.82], "total_energy_ha": -3653.29648}